No. 1
DFT (ωB97M-V/def2-TZVPD) results for C3H8N2O2 in the gas phase.

Element x y z (Å)
1 N 1.95024 1.17404 0.17138
2 C 0.84705 0.82829 -0.60466
3 O 0.19493 1.65420 -1.20840
4 N 0.53125 -0.52404 -0.55942
5 C -0.88698 -0.85666 -0.50306
6 C -1.41462 -0.71663 0.92913
7 O -1.14819 0.54599 1.49400
8 H 2.27596 2.11142 -0.01732
9 H 2.69090 0.49633 0.28646
10 H 1.09305 -1.06920 0.08305
11 H -1.03794 -1.88084 -0.86351
12 H -1.40296 -0.16934 -1.17615
13 H -0.99439 -1.52575 1.55252
14 H -2.50289 -0.82933 0.93864
15 H -0.19022 0.67169 1.54525

Calculated values
energy relative to the best compared isomer or geometry (same formula, charge and spin): 11.72 kcal/mol
structure (SMILES): NC(=O)NCCO
strongest force on any atom: 0.40 eV Å⁻¹

***

No. 2
DFT (ωB97M-V/def2-TZVPD) results for a molecular structure, C22H42Cl3LaN2O4SSi at a distorted geometry.

Element x y z (Å)
1 C -0.60625 -3.62965 -5.00282
2 C -0.02199 -3.50645 -3.62852
3 H -0.67619 -4.67880 -5.34590
4 H -0.00032 -3.12301 -5.79808
5 H -1.63938 -3.23514 -5.09189
6 C 0.91716 -4.42869 -3.31194
7 C 1.57476 -5.34828 -4.29108
8 H 1.05328 -4.68012 -2.27509
9 H 2.12349 -4.84932 -5.12635
10 H 0.85962 -6.03873 -4.76892
11 H 2.29351 -5.95528 -3.69229
12 La 0.84775 2.12553 0.62116
13 Cl -1.74230 0.74236 0.63347
14 Cl 1.87873 4.04455 -1.13886
15 C -0.12713 0.24802 3.24353
16 O 0.65602 1.21401 3.03272
17 N 0.21352 -0.99436 3.58303
18 C 1.63954 -1.25541 3.87802
19 C -0.82984 -1.93446 4.07831
20 H -1.21014 0.41220 3.03652
21 H 2.23423 -1.12421 2.94823
22 H 1.73580 -2.27237 4.25653
23 H 1.98288 -0.51091 4.61307
24 H -1.65822 -1.97846 3.34038
25 H -1.24295 -1.54782 5.03698
26 H -0.42023 -2.94416 4.23798
27 H 2.26358 -0.85859 -2.91246
28 H 3.95378 -3.18872 -1.46290
29 C 3.22074 -0.39656 -2.50270
30 C 4.52016 -2.26128 -1.26374
31 N 3.58338 -1.07735 -1.20258
32 H 3.07360 0.72092 -2.33835
33 C 3.34397 -0.52298 0.03808
34 O 2.87509 0.63423 0.31442
35 H 4.99589 -2.28511 -0.27950
36 H 3.61585 -1.21835 0.85049
37 H 4.08139 -0.62936 -3.17723
38 H 5.23517 -2.08329 -2.08388
39 O -0.75751 -1.04913 -3.02919
40 C -0.61603 -2.39511 -2.64785
41 C 1.10324 -2.66676 -0.71069
42 C -0.19998 -2.72133 -1.16666
43 H 1.89539 -2.22334 -1.29463
44 C 1.48145 -3.16340 0.52742
45 H -1.62963 -2.79977 -2.63145
46 C -1.17934 -3.18681 -0.27171
47 H 2.50613 -3.08681 0.84911
48 C 0.55695 -3.79483 1.35438
49 C -0.81325 -3.68413 1.02067
50 H -2.25811 -3.12031 -0.49916
51 H 0.89434 -4.29140 2.28953
52 H -1.60481 -3.93768 1.75817
53 Si -1.24971 0.54585 -3.68776
54 Cl 0.67601 1.15123 -1.68995
55 C -0.20322 2.04061 -4.52880
56 C -2.73421 1.44485 -2.90511
57 C -1.88895 -0.46111 -5.21017
58 H 0.38889 2.65148 -3.81871
59 H -0.81206 2.76945 -5.10400
60 H 0.51092 1.61337 -5.25092
61 H -0.98850 -1.12282 -5.41781
62 H -2.03388 0.35932 -6.08135
63 H -2.88647 -1.01063 -5.06631
64 H -2.60130 1.61901 -1.82120
65 H -3.66163 0.86665 -3.05657
66 H -2.88789 2.40987 -3.42617
67 C -0.58107 3.77568 4.23089
68 S -1.50111 3.67776 2.73331
69 C -2.24561 5.31489 2.58398
70 O -0.47343 3.76492 1.58356
71 H -1.24895 3.91782 5.08041
72 H 0.10622 4.61680 4.14484
73 H -0.00812 2.85383 4.34827
74 H -1.48157 6.02097 2.22368
75 H -3.05701 5.24518 1.82840
76 H -2.64553 5.59209 3.56900

Calculated values
energy relative to the best compared isomer or geometry (same formula, charge and spin): 122.52 kcal/mol
strongest force on any atom: 3.29 eV Å⁻¹

***

No. 3
DFT (ωB97M-V/def2-TZVPD) results for a gas-phase ion, C6H16N (charge +1) at a distorted geometry.

Element x y z (Å)
1 C -2.26835 1.02520 1.06383
2 C -1.21209 0.20648 0.32181
3 C 0.21197 0.06902 0.97194
4 C 1.33759 -0.68514 0.21175
5 C 0.77465 -1.86301 -0.63459
6 C 2.31318 0.13984 -0.61885
7 N -1.01554 0.93844 -0.99719
8 H -2.41657 0.58142 2.00101
9 H -3.17187 0.87085 0.54124
10 H -1.95110 1.96947 1.15259
11 H -1.46755 -0.84550 0.13801
12 H 0.50929 1.04623 1.33007
13 H -0.06216 -0.45041 1.87367
14 H 1.99489 -1.15660 0.92761
15 H 0.09795 -1.44949 -1.37630
16 H 1.51534 -2.50361 -1.14129
17 H 0.24803 -2.43226 0.12698
18 H 1.85558 0.62743 -1.54945
19 H 3.08652 -0.57288 -0.89523
20 H 2.70360 0.92924 -0.00974
21 H -1.80051 0.79473 -1.67875
22 H -0.12604 0.70091 -1.45118
23 H -0.84832 1.96702 -0.90430

Calculated values
total charge: +1
energy relative to the best compared isomer or geometry (same formula, charge and spin): 17.26 kcal/mol
structure (SMILES): CC(C)C[C@@H](C)[NH3+]
strongest force on any atom: 4.43 eV Å⁻¹

***

No. 4
DFT (ωB97M-V/def2-TZVPD) results for a molecular structure, C9H8BrClN2S at a distorted geometry.

Element x y z (Å)
1 Cl -1.58689 0.91015 -3.23640
2 C -2.41343 0.39789 -1.70292
3 C -1.93692 -1.02215 -1.15937
4 C -1.29531 -0.97172 0.27817
5 C 0.11860 -0.32101 0.34705
6 C 0.91321 0.11586 -0.77144
7 C 2.29260 0.75689 -0.65078
8 Br 3.18984 1.26132 -2.32389
9 C 2.86627 0.98362 0.65374
10 C 2.08738 0.53198 1.85956
11 N 2.51740 0.67352 3.18150
12 S 1.27999 0.00647 4.05898
13 N 0.15474 -0.50923 2.94527
14 C 0.72108 -0.13151 1.72535
15 H -3.52035 0.33940 -1.91768
16 H -2.31531 1.15414 -0.86843
17 H -2.88554 -1.63544 -1.05980
18 H -1.31140 -1.58336 -1.91441
19 H -1.99120 -0.37416 0.93842
20 H -1.27376 -2.01220 0.71753
21 H 0.51581 -0.03403 -1.80210
22 H 3.87318 1.46357 0.70165

Calculated values
energy relative to the best compared isomer or geometry (same formula, charge and spin): 0.00 kcal/mol
strongest force on any atom: 3.89 eV Å⁻¹